# 1
This record from the OMol25 dataset describes a molecular structure, C19H28ClO6Rh at a distorted geometry. The level of theory is ωB97M-V with the def2-TZVPD basis set.

Last column: Mulliken charge in e.
CARTESIAN COORDINATES (ANGSTROEM)
O 0.43877 0.31289 -4.64981  -0.404
C 0.31039 1.61350 -5.30055  -0.446
C 0.12223 1.03078 -6.70478  -0.837
H 1.22830 2.20218 -5.18776  0.298
H -0.56118 2.16725 -4.93327  0.254
C 0.30135 -0.32819 -5.95575  1.528
H 0.92212 1.27110 -7.41099  0.302
H -0.87448 1.17914 -7.13117  0.302
C 1.56552 -1.06280 -6.36132  -1.646
H 2.43248 -0.39277 -6.33803  0.373
H 1.46895 -1.47087 -7.37686  0.391
H 1.74139 -1.89605 -5.67208  0.362
C -0.92045 -1.22434 -6.01579  -1.661
H -1.82171 -0.67908 -5.71330  0.369
H -0.77603 -2.07798 -5.34393  0.365
H -1.07204 -1.61092 -7.03272  0.386
Rh 0.90572 -0.43939 3.73595  0.758
C -2.18237 -0.49140 4.30034  -0.713
C -2.12802 0.92939 4.47453  -0.230
C -2.32446 1.53475 3.19291  -0.916
H -2.10986 1.47087 5.40120  0.675
C -2.41195 0.49763 2.22403  -0.165
C -2.32621 -0.75361 2.90716  -0.562
H -2.36608 -1.73605 2.44403  0.545
H -2.19643 -1.21830 5.10039  0.564
H -2.42500 2.60957 3.03001  0.447
H -2.57599 0.62244 1.15567  0.519
C 1.54007 -2.15228 4.60313  -0.505
C 0.40462 -2.40103 3.75209  -0.512
C 0.73100 -1.95284 2.42902  -0.102
H -0.54326 -2.85699 4.03555  0.535
C 2.05743 -1.39563 2.44287  -0.650
C 2.57087 -1.55037 3.78791  -0.705
H 3.55078 -1.24418 4.15089  0.437
H 1.62200 -2.41364 5.66420  0.447
H 0.08370 -2.06292 1.56187  0.391
H 2.55007 -0.94273 1.58608  0.432
O 0.23380 0.54813 0.82997  0.048
C -0.06960 -0.23062 -0.34856  -0.700
C -0.27511 0.74076 -1.49876  -0.228
H -0.96046 -0.84022 -0.13316  0.328
H 0.76614 -0.92951 -0.54471  0.300
C 0.58785 1.94882 -1.08650  -0.667
H -1.34083 1.01495 -1.54611  0.274
H 0.03413 0.31948 -2.45475  0.155
C 0.54430 1.90443 0.44018  -0.450
H 0.23807 2.89707 -1.49888  0.374
H 1.62668 1.77349 -1.40879  0.283
H -0.23333 2.56488 0.85911  0.190
H 1.50784 2.18302 0.89152  0.260
O -0.32760 -0.80318 6.43333  -0.560
Cl 0.08249 0.59308 6.58106  1.788
O -0.95005 1.35696 7.22552  -0.655
O 1.34175 0.70964 7.26417  -0.644
O 0.26172 1.16173 5.14365  -0.722

Computed properties:
Net charge: 0
E_tot (eV): -47956.88198
LUMO energy (spin up / spin down) (eV): 0.5 / -2.3
Spin multiplicity: 5
Expectation value of S²: 6.02
F_max (eV/Å): 11.34

***

# 2
This record from the OMol25 dataset describes a gas-phase ion, C4H9O3S (charge -1) at a distorted geometry. The level of theory is ωB97M-V with the def2-TZVPD basis set.

Last column: Mulliken charge in e.
CARTESIAN COORDINATES (ANGSTROEM)
C -0.90691 -1.23954 -0.27553  -1.743
C -1.43780 1.11386 -0.74452  -1.268
C 2.18617 0.25520 -0.28748  -0.713
C -0.26050 0.13999 -0.15480  0.902
O -1.30603 0.17004 2.19980  -0.651
O 0.92075 -0.74372 2.18279  -0.689
O 0.87722 0.39298 -0.90771  -0.441
S 0.07753 0.42888 1.73748  0.485
H -1.82386 -1.13721 0.23471  0.422
H -0.95679 -1.53364 -1.28644  0.518
H -0.26556 -1.95059 0.30013  0.346
H -0.73172 1.80590 -1.27397  0.357
H -1.94596 0.48177 -1.48347  0.256
H -2.05168 1.40763 0.08616  0.387
H 2.86577 -0.31031 -0.94406  0.262
H 2.05837 -0.47356 0.57503  0.363
H 2.70101 1.19232 0.04186  0.208

Computed properties:
Net charge: -1
E_tot (eV): -21271.10094
LUMO energy (eV): 3.9
Spin multiplicity: 1
F_max (eV/Å): 3.92

***

# 3
This record from the OMol25 dataset describes a molecular structure, C20H23AsN7PtSSe. The level of theory is ωB97M-V with the def2-TZVPD basis set.

Last column: Mulliken charge in e.
CARTESIAN COORDINATES (ANGSTROEM)
Pt 0.45757 -1.00812 1.13509  1.022
N 0.34221 -1.62520 7.39786  -0.452
C 0.28585 -1.55093 6.05389  1.190
C 0.68190 -2.62840 5.24094  -0.726
C 0.62332 -2.50248 3.87681  -0.341
N 0.18404 -1.39152 3.27517  -0.234
C -0.19907 -0.35502 4.03294  -0.279
C -0.17050 -0.39025 5.40265  -0.739
H 0.70384 -2.44260 7.85319  0.195
H 0.09386 -0.83663 7.96608  0.197
H 1.04618 -3.54402 5.68684  0.334
H 0.92756 -3.31711 3.23194  0.467
H -0.54631 0.52572 3.50993  0.384
H -0.48087 0.47373 5.97440  0.334
C 1.92026 -2.93335 -2.12438  -0.981
As 2.79501 -1.45296 -1.22510  0.763
C 2.01552 0.19034 -1.90474  -0.466
C 4.62249 -1.45304 -1.84545  -1.072
S 2.80620 -1.72006 0.87687  -0.507
H 1.91911 -2.77802 -3.20253  0.410
H 0.90189 -3.04054 -1.75603  0.191
H 2.47920 -3.83637 -1.88598  0.382
H 2.11843 0.20378 -2.98946  0.495
H 2.55236 1.03699 -1.47985  0.403
H 0.96517 0.25747 -1.62273  -0.420
H 4.65642 -1.43863 -2.93367  0.394
H 5.12020 -2.34579 -1.47188  0.380
H 5.13181 -0.57631 -1.45012  0.359
C -1.57319 -1.54986 -2.57252  -1.134
N -1.96982 -0.30130 -1.95541  0.381
C -2.22195 -0.10562 -0.64722  -0.429
Se -2.03009 -1.35602 0.73006  -0.278
N -2.67453 1.14944 -0.50006  0.225
C -2.71250 1.79581 -1.72867  0.119
C -3.08015 3.07961 -2.10531  -0.844
C -2.91945 3.40751 -3.43768  -0.555
C -2.42496 2.48548 -4.36615  -0.662
C -2.08962 1.19638 -3.99773  -0.705
C -2.24422 0.86923 -2.65798  0.867
H -1.47100 -2.30756 -1.80117  0.353
H -0.62694 -1.42234 -3.09986  0.337
H -2.33653 -1.86713 -3.28227  0.380
H -2.95580 1.53965 0.38807  0.400
H -3.46046 3.78601 -1.38028  0.524
H -3.17602 4.40339 -3.77042  0.419
H -2.30063 2.78727 -5.39692  0.418
H -1.72944 0.47752 -4.72188  0.438
N 0.85950 1.09474 1.20769  -0.794
C 0.48889 2.07599 0.69468  0.485
C 0.05797 3.23713 0.11532  0.316
C 0.71863 3.80074 -1.00076  0.053
N 1.23402 4.24517 -1.93129  -0.515
C -1.14410 3.79405 0.60968  0.090
N -2.17123 4.16405 0.98543  -0.572

Computed properties:
Net charge: +1
E_tot (eV): -171804.81274
LUMO energy (spin up / spin down) (eV): -2.4 / -4.4
Spin multiplicity: 3
Expectation value of S²: 2.01
F_max (eV/Å): 0.72

***

# 4
This record from the OMol25 dataset describes a molecular structure, C25H23AsIrNO6S. The level of theory is ωB97M-V with the def2-TZVPD basis set.

Last column: Mulliken charge in e.
CARTESIAN COORDINATES (ANGSTROEM)
Ir -0.28939 -0.17984 0.57187  1.851
C -2.07376 -2.18650 3.53952  -1.664
C -1.16883 -0.99249 3.47761  0.627
C -0.10511 -0.82161 4.32715  -0.202
C 0.65497 0.36872 4.33367  -0.570
C 0.41137 1.35975 3.42835  -0.816
C -0.64080 1.20027 2.48485  -0.294
C -1.46275 0.06325 2.56312  -0.863
H -1.50251 -3.11439 3.49086  0.354
H -2.78753 -2.18120 2.71885  0.283
H -2.63176 -2.18909 4.47710  0.422
H 0.12851 -1.59016 5.05437  0.511
H 1.43541 0.48234 5.07541  0.408
H 0.97359 2.28389 3.43990  0.413
H -0.99955 2.06632 1.94507  0.760
H -2.43511 0.07294 2.07729  0.953
O -3.76339 2.10070 -1.26238  -0.611
As -3.23161 0.60349 -0.54432  0.987
O -4.14027 0.12717 0.69845  -0.732
O -1.60788 1.13404 -0.10604  -0.737
C -2.97388 -0.42427 -2.16274  -0.073
C -3.60891 0.04374 -3.30476  -0.458
C -3.41583 -0.57782 -4.53341  -0.687
C -2.57517 -1.67110 -4.63905  -0.626
C -1.93165 -2.15347 -3.50682  -0.941
C -2.13685 -1.53381 -2.28643  0.700
S -1.23994 -2.21579 -0.92852  1.341
O -1.20387 -3.62628 -1.02265  -0.636
O 0.11933 -1.51222 -0.93696  -0.469
O -1.85334 -1.63278 0.31461  -0.650
H -4.32042 2.57210 -0.62730  0.334
H -4.26400 0.90076 -3.23658  0.514
H -3.93100 -0.20174 -5.40665  0.410
H -2.42532 -2.15864 -5.59210  0.430
H -1.29369 -3.02487 -3.57153  0.467
C 4.17378 -2.33051 0.83802  -0.508
C 3.93631 -1.88091 -0.46043  -0.842
C 3.05805 -0.84334 -0.68735  0.188
C 2.41162 -0.24019 0.40137  -0.155
C 2.63574 -0.69624 1.69460  -0.323
C 3.52644 -1.74297 1.90881  -0.747
N 1.42250 0.76094 0.15591  -0.015
C 1.73120 1.81335 -0.65760  0.685
C 0.70556 2.56762 -1.26681  -0.549
C 1.03476 3.62058 -2.09117  -0.901
C 2.36653 3.96371 -2.31038  -0.438
C 3.38688 3.25035 -1.68155  -0.776
C 3.08386 2.18972 -0.86118  -0.313
H 4.86407 -3.14629 1.00515  0.431
H 4.43197 -2.35588 -1.29591  0.410
H 2.83908 -0.51544 -1.69442  0.595
H 2.14765 -0.20847 2.52175  0.496
H 3.71500 -2.08697 2.91659  0.470
H -0.32680 2.30470 -1.09021  0.759
H 0.24727 4.18639 -2.56988  0.474
H 2.60836 4.79481 -2.95871  0.415
H 4.41881 3.53936 -1.82407  0.406
H 3.87232 1.66431 -0.34239  0.502

Computed properties:
Net charge: +1
E_tot (eV): -114578.03695
LUMO energy (spin up / spin down) (eV): -4.4 / -5.3
Spin multiplicity: 2
Expectation value of S²: 0.79
F_max (eV/Å): 0.62